The following is a quantum chemistry calculation of 2 unconnected molecules or ions with the total composition C4H11S in a non-equilibrium geometry, from the Open Molecules 2025 dataset.

Structure (ORCA input):
```
! wB97M-V def2-TZVPD RIJCOSX def2/J DEFGRID3
* xyz -2 2
C 2.42 -4.40 2.45
C 1.44 -5.38 1.82
H 2.03 -3.38 2.31
H 2.45 -4.51 3.54
H 3.45 -4.43 2.08
H 0.62 -5.50 2.54
H 1.88 -6.38 1.80
H 1.02 -5.16 0.85
C -1.10 1.89 0.35
C -0.92 1.97 -1.18
S -1.13 3.65 -1.87
H -0.71 2.70 0.96
H -2.14 1.66 0.64
H -0.68 0.95 0.72
H 0.00 1.45 -1.43
H -1.74 1.38 -1.60
*
```

HOMO energy (alpha / beta) = 3.1301 / -0.5471 eV
gap between HOMO and LUMO (alpha / beta) = 2.56 / 6.24 eV
maximum force = 1.64 eV/A
expectation value of S² = 0.75

Atom charges from the natural (NBO) analysis, given in e for atoms 1 to 4: -0.8862 -1.1642 0.1857 0.1762

The following is a quantum chemistry calculation of 2 unconnected molecules or ions with the total composition C4H11S in a non-equilibrium geometry, from the Open Molecules 2025 dataset.

Structure (ORCA input):
```
! wB97M-V def2-TZVPD RIJCOSX def2/J DEFGRID3
* xyz 1 1
C -1.09 -0.96 -1.34
C 1.01 1.38 -0.60
C -0.88 0.14 1.31
C 1.09 -1.45 0.11
S -0.05 -0.15 -0.27
H -1.28 -0.48 -2.26
H -2.95 1.00 0.04
H 1.27 1.29 -1.59
H 1.97 1.42 0.00
H 0.52 2.33 -0.44
H -1.26 -0.91 1.57
H -2.00 0.61 0.92
H -0.40 0.90 1.96
H 0.71 -2.33 -0.18
H 1.25 -1.45 1.17
H 2.08 -1.35 -0.39
*
```

HOMO energy (alpha / beta) = -13.6446 / -13.6188 eV
gap between HOMO and LUMO (alpha / beta) = 8.23 / 8.44 eV
maximum force = 4.21 eV/A

Atom charges from the natural (NBO) analysis, given in e for atoms 1 to 4: -0.5334 -0.7635 -0.7849 -0.7627

The following is a quantum chemistry calculation of 2 unconnected molecules or ions with the total composition C4H11S2 in a non-equilibrium geometry, from the Open Molecules 2025 dataset.

Structure (ORCA input):
```
! wB97M-V def2-TZVPD RIJCOSX def2/J DEFGRID3
* xyz -1 1
C -0.82 1.74 -1.20
S -0.61 2.58 0.46
C -1.86 1.76 1.42
H 0.06 2.08 -1.67
H -1.74 2.09 -1.64
H -0.93 0.68 -0.87
H -2.81 2.12 1.15
H -1.66 0.74 1.08
H -1.71 1.91 2.54
C 2.12 -2.41 -0.37
C 0.85 -1.47 0.14
S -0.49 -1.80 -0.87
H 2.29 -2.30 -1.44
H 2.12 -3.52 -0.15
H 3.07 -2.03 0.10
H 1.43 -0.57 0.08
H 0.69 -1.61 1.24
*
```

HOMO energy = -2.4101 eV
gap between HOMO and LUMO = 5.66 eV
maximum force = 4.41 eV/A

Atom charges from the natural (NBO) analysis, given in e for atoms 1 to 4: -0.7204 0.0967 -0.7623 0.2123

The following is a quantum chemistry calculation of 2 unconnected molecules or ions with the total composition C4H12 in a non-equilibrium geometry, from the Open Molecules 2025 dataset.

Structure (ORCA input):
```
! wB97M-V def2-TZVPD RIJCOSX def2/J DEFGRID3
* xyz -1 2
C 0.48 -0.01 -1.37
C 1.07 1.11 -2.24
H -0.43 -0.50 -1.74
H 1.15 -0.86 -1.21
H 0.07 0.33 -0.43
H 1.02 2.03 -1.67
H 2.13 0.90 -2.41
H 0.60 1.15 -3.22
C -0.70 0.16 2.08
C -0.87 -1.26 1.54
H -0.82 0.90 1.28
H -1.39 0.41 2.88
H 0.33 0.31 2.40
H -0.29 -1.39 0.63
H -1.92 -1.55 1.48
H -0.39 -1.90 2.29
*
```

HOMO energy (alpha / beta) = 1.5586 / -7.7791 eV
gap between HOMO and LUMO (alpha / beta) = 2.73 / 12.33 eV
maximum force = 1.60 eV/A
expectation value of S² = 0.75

Atom charges from the natural (NBO) analysis, given in e for atoms 1 to 4: -0.8602 -0.7738 0.1884 0.1893

The following is a quantum chemistry calculation of 2 unconnected molecules or ions with the total composition C4H12 in a non-equilibrium geometry, from the Open Molecules 2025 dataset.

Structure (ORCA input):
```
! wB97M-V def2-TZVPD RIJCOSX def2/J DEFGRID3
* xyz -1 2
C -0.97 -2.30 -0.95
C 0.37 -2.07 -0.19
H -1.06 -3.39 -0.93
H -1.86 -1.77 -0.65
H -0.82 -1.90 -2.01
H 1.13 -2.79 -0.43
H 0.11 -2.24 0.86
H 0.65 -0.96 -0.35
C -0.26 1.80 1.03
C 0.83 2.52 0.14
H -0.55 1.01 0.38
H 0.10 1.58 2.05
H -1.04 2.53 1.33
H 1.68 1.76 -0.18
H 1.40 3.41 0.55
H 0.46 3.03 -0.80
*
```

HOMO energy (alpha / beta) = 1.5031 / -7.7430 eV
gap between HOMO and LUMO (alpha / beta) = 2.76 / 12.27 eV
maximum force = 3.22 eV/A
expectation value of S² = 0.75

Atom charges from the natural (NBO) analysis, given in e for atoms 1 to 4: -0.7751 -0.8337 0.1820 0.2008

The following is a quantum chemistry calculation of 2 unconnected molecules or ions with the total composition C4H12 in a non-equilibrium geometry, from the Open Molecules 2025 dataset.

Structure (ORCA input):
```
! wB97M-V def2-TZVPD RIJCOSX def2/J DEFGRID3
* xyz -1 2
C 1.99 0.05 1.97
C 0.55 0.51 1.85
H 2.19 -0.70 1.21
H 2.73 0.83 2.12
H 2.01 -0.64 2.83
H -0.05 0.05 1.08
H 0.42 1.60 1.83
H -0.04 0.47 2.79
C -0.82 -0.91 -1.87
C -1.71 0.34 -2.00
H 0.23 -0.68 -2.04
H -0.92 -1.32 -0.86
H -1.12 -1.72 -2.55
H -2.70 0.07 -2.36
H -1.77 0.84 -1.04
H -1.28 1.06 -2.70
*
```

HOMO energy (alpha / beta) = 1.5777 / -7.4738 eV
gap between HOMO and LUMO (alpha / beta) = 2.81 / 11.97 eV
maximum force = 2.46 eV/A
expectation value of S² = 0.75

Atom charges from the natural (NBO) analysis, given in e for atoms 1 to 4: -0.7674 -0.8154 0.2088 0.1978

The following is a quantum chemistry calculation of 2 unconnected molecules or ions with the total composition C4H12 in a non-equilibrium geometry, from the Open Molecules 2025 dataset.

Structure (ORCA input):
```
! wB97M-V def2-TZVPD RIJCOSX def2/J DEFGRID3
* xyz 0 1
C 1.01 1.62 -0.76
C 0.89 0.32 -1.60
H 1.12 2.55 -1.32
H 0.20 1.68 -0.04
H 1.97 1.65 -0.24
H 1.54 -0.39 -1.10
H 1.29 0.57 -2.58
H -0.14 0.03 -1.73
C -1.71 -0.81 1.37
C -0.28 -1.20 1.09
H -1.82 -0.54 2.41
H -2.18 -0.04 0.74
H -2.32 -1.60 0.90
H 0.09 -2.09 1.58
H 0.48 -0.41 1.26
H -0.12 -1.34 0.02
*
```

HOMO energy = -11.2972 eV
gap between HOMO and LUMO = 12.46 eV
maximum force = 1.95 eV/A

Atom charges from the natural (NBO) analysis, given in e for atoms 1 to 4: -0.6155 -0.6159 0.2052 0.2051

The following is a quantum chemistry calculation of 2 unconnected molecules or ions with the total composition C4H12 in a non-equilibrium geometry, from the Open Molecules 2025 dataset.

Structure (ORCA input):
```
! wB97M-V def2-TZVPD RIJCOSX def2/J DEFGRID3
* xyz 0 1
C 0.16 -1.97 -0.57
C -0.63 -2.21 0.72
H 0.26 -2.78 -1.29
H -0.42 -1.21 -1.11
H 1.13 -1.69 -0.20
H -0.87 -1.17 1.11
H -0.03 -2.52 1.60
H -1.51 -2.87 0.62
C 0.09 1.29 -0.11
C 0.32 2.75 -0.12
H 1.02 0.70 0.12
H -0.66 1.06 0.62
H -0.07 0.98 -1.17
H 1.12 3.17 0.58
H -0.62 3.27 0.25
H 0.72 3.22 -1.06
*
```

HOMO energy = -11.0879 eV
gap between HOMO and LUMO = 12.21 eV
maximum force = 3.80 eV/A

Atom charges from the natural (NBO) analysis, given in e for atoms 1 to 4: -0.6156 -0.6128 0.2037 0.2068

The following is a quantum chemistry calculation of 2 unconnected molecules or ions with the total composition C4H12 in a non-equilibrium geometry, from the Open Molecules 2025 dataset.

Structure (ORCA input):
```
! wB97M-V def2-TZVPD RIJCOSX def2/J DEFGRID3
* xyz 0 1
C -0.18 -2.75 1.45
C 0.13 -1.24 1.56
H -1.14 -3.04 1.86
H -0.20 -3.13 0.42
H 0.59 -3.27 2.02
H 1.20 -1.13 1.34
H 0.28 -1.04 2.63
H -0.54 -0.67 0.95
C -0.08 1.47 -2.05
C 0.11 2.55 -0.96
H 0.58 1.67 -2.90
H 0.16 0.44 -1.79
H -1.11 1.41 -2.42
H 1.14 2.86 -1.15
H -0.44 3.44 -1.27
H -0.05 2.22 0.06
*
```

HOMO energy = -11.4745 eV
gap between HOMO and LUMO = 12.59 eV
maximum force = 2.40 eV/A

Atom charges from the natural (NBO) analysis, given in e for atoms 1 to 4: -0.6009 -0.6215 0.1980 0.1989

The following is a quantum chemistry calculation of 2 unconnected molecules or ions with the total composition C4H12 in a non-equilibrium geometry, from the Open Molecules 2025 dataset.

Structure (ORCA input):
```
! wB97M-V def2-TZVPD RIJCOSX def2/J DEFGRID3
* xyz 0 1
C -1.56 0.55 -0.53
C -1.79 -0.68 -1.39
H -0.87 0.37 0.28
H -1.26 1.37 -1.16
H -2.45 1.11 -0.21
H -2.43 -0.50 -2.26
H -2.40 -1.43 -0.89
H -0.84 -1.07 -1.75
C 1.83 0.76 0.77
C 1.58 -0.67 1.32
H 0.95 1.20 0.36
H 2.29 1.39 1.53
H 2.41 0.72 -0.16
H 0.51 -0.85 1.49
H 1.70 -1.40 0.51
H 2.33 -0.85 2.08
*
```

HOMO energy = -11.3752 eV
gap between HOMO and LUMO = 12.55 eV
maximum force = 1.77 eV/A

Atom charges from the natural (NBO) analysis, given in e for atoms 1 to 4: -0.6207 -0.6131 0.2044 0.2054

The following is a quantum chemistry calculation of 2 unconnected molecules or ions with the total composition C4H12 in a non-equilibrium geometry, from the Open Molecules 2025 dataset.

Structure (ORCA input):
```
! wB97M-V def2-TZVPD RIJCOSX def2/J DEFGRID3
* xyz 0 1
C -0.39 -1.92 0.24
C -1.98 -2.09 0.58
H 0.15 -1.02 0.52
H 0.33 -2.70 0.76
H -0.04 -2.16 -0.75
H -2.31 -1.14 1.02
H -2.17 -2.66 1.47
H -2.68 -2.34 -0.30
C 0.84 1.34 -0.57
C 1.46 2.66 -0.22
H 1.43 0.82 -1.45
H 1.03 0.57 0.03
H -0.19 1.34 -0.83
H 0.89 3.02 0.64
H 1.09 3.51 -0.79
H 2.56 2.75 -0.37
*
```

HOMO energy = -10.8292 eV
gap between HOMO and LUMO = 11.96 eV
maximum force = 5.24 eV/A

Atom charges from the natural (NBO) analysis, given in e for atoms 1 to 4: -0.6365 -0.6293 0.2087 0.2007

The following is a quantum chemistry calculation of 2 unconnected molecules or ions with the total composition C4H12 in a non-equilibrium geometry, from the Open Molecules 2025 dataset.

Structure (ORCA input):
```
! wB97M-V def2-TZVPD RIJCOSX def2/J DEFGRID3
* xyz 0 1
C 0.97 -1.34 -1.90
C 0.29 -0.31 -2.82
H 1.19 -2.23 -2.48
H 1.86 -0.93 -1.54
H 0.32 -1.63 -1.11
H -0.82 -0.68 -2.94
H 0.72 -0.19 -3.80
H 0.17 0.77 -2.42
C -0.04 0.93 2.89
C -1.19 0.74 1.81
H -0.43 0.56 3.84
H 0.88 0.28 2.67
H 0.46 1.82 3.16
H -0.81 0.55 0.85
H -1.63 1.74 1.76
H -1.93 -0.08 2.01
*
```

HOMO energy = -11.4894 eV
gap between HOMO and LUMO = 12.54 eV
maximum force = 3.85 eV/A

Atom charges from the natural (NBO) analysis, given in e for atoms 1 to 4: -0.6055 -0.6066 0.2031 0.2013

Looking at relative energy (zero: lowest compared OMol25 entry of this formula, charge and spin) for the records above, in order, we have 0.0, 775.2, 124.5, 40.6, 96.6, 57.1, 65.2, 85.6, 58.0, 67.9, 181.6, 86.8 kJ/mol.